[1]
Formula: C2H4N2O3
Source: the OMol25 dataset
Level of theory: ωB97M-V/def2-TZVPD

Energy in eV: -11257.1651
SMILES string: O=[N+]([O-])O.CC#N
HOMO-LUMO gap in eV: 11.80
Relative energy (zero: lowest compared OMol25 entry of this formula, charge and spin) in kcal/mol: 124.57

Structure (XYZ):
```
11
Properties=species:S:1:pos:R:3:forces:R:3
O -3.90809 -0.59221 -0.10631 -0.5 -0.6 0.0
N -2.76966 -0.28412 -0.14104 1.6 1.4 0.2
O -1.74894 -0.91356 -0.29017 -0.6 -1.6 -0.2
O -2.49098 1.04996 0.02924 -1.0 0.3 -0.1
H -1.52524 1.06591 -0.13488 0.4 0.3 0.2
C 2.51102 -0.34948 0.10093 0.1 1.0 0.6
C 1.29131 0.45621 -0.00817 0.9 0.5 -0.1
N 0.30761 1.03526 -0.00928 -0.3 0.3 -0.2
H 3.29700 -0.13096 -0.67633 -1.4 -0.8 0.3
H 1.99479 -1.32298 0.20913 1.5 -0.2 -0.3
H 3.04120 -0.01404 1.02687 -0.7 -0.7 -0.4
```
Forces are in eV/Å.

Löwdin atomic charge list, values in e, 6 entries: 0.138 -0.480 0.057 0.079 0.033 -0.052

=====

[2]
Formula: C7H10
Source: the OMol25 dataset
Level of theory: ωB97M-V/def2-TZVPD

Energy in eV: -7415.5819
HOMO-LUMO gap in eV: 8.22
Relative energy (zero: lowest compared OMol25 entry of this formula, charge and spin) in kcal/mol: 125.75

Structure (XYZ):
```
17
Properties=species:S:1:pos:R:3:forces:R:3
C 2.74635 0.30280 -0.14552 0.1 0.0 0.0
C 1.50179 -0.56251 0.04248 -0.1 0.1 -0.2
C 0.27454 0.14424 -0.34579 0.1 -0.4 0.0
C -0.86974 -0.73457 -0.70777 0.1 0.0 0.0
C -1.99902 -0.50594 0.32814 -0.1 0.0 0.1
C -2.27061 0.92117 0.52642 -0.2 0.5 0.0
C -2.43890 2.10677 0.64155 0.0 -0.5 -0.1
H 2.82020 0.60243 -1.19551 0.1 -0.1 0.1
H 3.66680 -0.21954 0.13051 -0.1 0.0 0.0
H 2.65388 1.21823 0.44562 0.0 -0.1 -0.1
H 1.62461 -1.59508 -0.33332 -0.1 0.1 0.0
H 1.28442 -0.67288 1.12976 -0.1 0.0 -0.1
H -1.23846 -0.35861 -1.67412 0.1 0.0 0.1
H -0.67373 -1.81799 -0.80911 0.0 0.2 0.1
H -1.70613 -0.96761 1.27958 -0.1 0.1 -0.1
H -2.90492 -1.02492 -0.00317 0.1 0.1 0.0
H -2.53463 3.16649 0.72297 -0.1 -0.2 0.0
```
Forces are in eV/Å.

Löwdin atomic charge list, values in e, 6 entries: -0.127 -0.320 0.042 -0.257 -0.219 -0.171